C6H19ClN2Si2 | ωB97M-V with the def2-TZVPD basis set

Properties
Relative energy (zero: lowest compared OMol25 entry of this formula, charge and spin) = 3.292 eV
E_tot = -1388.50018 Eh
Largest force on an atom = 4.3 eV/A

Structure (ORCA input):
```
! wB97M-V def2-TZVPD RIJCOSX def2/J DEFGRID3
* xyz 0 1
C 2.679 -1.027 -1.099
C 0.570 -1.103 -2.689
C -1.854 -1.468 0.455
C -0.229 -0.771 2.242
C 1.178 -1.280 -1.297
C -0.342 -1.258 0.764
N 0.461 -0.476 -0.176
N -1.609 1.615 0.135
Si -1.130 3.995 1.663
Si 0.017 1.206 -0.168
Cl -2.826 1.882 -1.003
H 3.222 -1.959 -1.386
H 3.126 -0.244 -1.748
H 2.910 -1.009 0.051
H -0.487 -1.301 -2.581
H 0.986 -1.689 -3.505
H 0.681 -0.083 -3.123
H -2.358 -0.605 0.406
H -1.870 -1.840 -0.569
H -2.407 -2.178 1.008
H -0.626 0.206 2.131
H 0.765 -0.733 2.685
H -0.784 -1.563 2.824
H 0.986 -2.344 -0.997
H 0.131 -2.209 0.851
H -0.415 3.085 2.588
H -2.320 4.546 2.202
H -0.110 4.909 0.984
H 0.899 2.161 0.803
H 0.754 1.536 -1.451
*
```

Löwdin population analysis, charges in e, atoms 1 to 5: atom 1 (C): -0.086, atom 2 (C): -0.082, atom 3 (C): -0.049, atom 4 (C): -0.071, atom 5 (C): -0.411